# 1
{
  "formula": "C29H50INO16P",
  "method": "wB97M-V/def2-TZVPD",
  "symbols": ["C", "C", "O", "O", "C", "C", "C", "C", "C", "N", "C", "C", "C", "I", "C", "C", "C", "C", "O", "C", "O", "P", "C", "C", "H", "H", "H", "H", "H", "H", "H", "H", "H", "H", "H", "H", "H", "H", "H", "H", "H", "H", "H", "H", "H", "H", "H", "H", "H", "H", "H", "H", "H", "H", "H", "H", "H", "H", "C", "C", "O", "C", "O", "O", "H", "H", "H", "H", "C", "C", "O", "C", "O", "O", "H", "H", "H", "H", "C", "C", "O", "C", "O", "O", "H", "H", "H", "H", "C", "C", "O", "C", "O", "O", "H", "H", "H", "H"],
  "positions_angstrom": [[4.623029, -1.880276, 0.618969], [4.202143, -3.277294, 0.157070], [4.939456, -4.141274, 0.010819], [2.844887, -3.430077, -0.068333], [2.512981, -3.021413, -1.394021], [0.991310, -3.072985, -1.648022], [0.515944, -1.952046, -2.600079], [0.590752, -0.524449, -1.941629], [-0.779769, -0.257906, -1.260309], [-0.799733, 0.885028, -0.295184], [-0.745896, 2.182085, -1.075555], [0.667273, 2.759424, -1.333507], [1.081487, 3.857852, -0.351183], [3.102875, 4.460975, -0.889303], [-2.195971, 0.857411, 0.342431], [-2.385187, -0.251913, 1.394969], [-3.900577, -0.603214, 1.468150], [-4.781707, 0.600182, 1.855655], [-5.162522, 1.463387, 0.766834], [-5.980352, 0.877518, -0.145294], [-6.939891, 1.418092, -0.516831], [0.483023, 0.796301, 1.001000], [0.927541, -0.951607, 1.420415], [0.035484, 1.806918, 2.477795], [4.429530, -1.163728, -0.182534], [4.046822, -1.637692, 1.518340], [5.673899, -1.937841, 0.900600], [2.875472, -2.002672, -1.616248], [2.982606, -3.676703, -2.141170], [0.411263, -3.112210, -0.726917], [0.807191, -4.034697, -2.143409], [1.063701, -1.976362, -3.545172], [-0.547645, -2.131748, -2.794882], [0.772463, 0.174345, -2.764119], [1.445666, -0.528953, -1.259146], [-1.102400, -1.196896, -0.801213], [-1.497187, -0.086412, -2.070183], [-1.320263, 2.972009, -0.579940], [-1.218216, 2.064215, -2.054063], [0.639261, 3.224781, -2.328149], [1.467186, 2.020341, -1.375180], [1.169353, 3.529586, 0.682633], [0.490808, 4.767966, -0.458339], [-2.877207, 0.631661, -0.484995], [-2.436244, 1.808738, 0.816212], [-1.854033, -1.183370, 1.177779], [-2.091776, 0.055110, 2.404446], [-4.203735, -1.097179, 0.539709], [-4.003840, -1.349997, 2.266321], [-5.708978, 0.204683, 2.295505], [-4.309531, 1.189805, 2.645082], [-5.752398, -0.120863, -0.558069], [1.946382, -1.118448, 1.064360], [0.291032, -1.708466, 0.954598], [0.950853, -1.066708, 2.510214], [0.910704, 2.351319, 2.851258], [-0.674894, 2.580245, 2.143838], [-0.454209, 1.262307, 3.293134], [-3.392953, -4.659381, 1.639700], [-3.894649, -5.397209, 0.424202], [-3.527364, -4.514691, -0.644359], [-2.500139, -3.758320, -0.216939], [-1.849564, -3.040641, -0.921583], [-2.290429, -3.910245, 1.110679], [-3.064815, -5.325147, 2.433996], [-4.130985, -3.962857, 2.042719], [-3.394035, -6.355136, 0.276869], [-4.969394, -5.559558, 0.442132], [5.068396, 4.680787, 2.767281], [5.267187, 4.789127, 4.258777], [3.940609, 4.597189, 4.761909], [3.245387, 3.908692, 3.831792], [2.160433, 3.439070, 4.005394], [3.934214, 3.813608, 2.671090], [5.927634, 4.254300, 2.254931], [4.819907, 5.638315, 2.305705], [5.911879, 4.002617, 4.655367], [5.661203, 5.755696, 4.563138], [8.746492, -4.780580, -1.114662], [8.069572, -3.462999, -1.398924], [9.149883, -2.643299, -1.842334], [10.125809, -3.467076, -2.318910], [11.084185, -3.099949, -2.912119], [9.848577, -4.765816, -2.022365], [8.100589, -5.635328, -1.302032], [9.129878, -4.843117, -0.094035], [7.329991, -3.536984, -2.199648], [7.595497, -3.036323, -0.517981], [-8.352965, 3.607650, -2.364652], [-8.592881, 4.932255, -1.683577], [-9.122224, 5.735172, -2.738043], [-9.666041, 4.897539, -3.664411], [-10.331805, 5.248683, -4.580402], [-9.340808, 3.602996, -3.395352], [-8.485183, 2.762659, -1.697134], [-7.363164, 3.546250, -2.824142], [-9.334458, 4.863730, -0.884746], [-7.681681, 5.371436, -1.282489]],
  "atomic_forces_ev_per_a": [[-0.4, -0.8, 0.3], [-2.3, 3.8, 0.7], [3.0, -3.8, -0.6], [-0.2, 0.4, -0.2], [-0.7, 0.2, -0.9], [0.6, -0.4, -0.6], [-0.4, 0.3, 1.1], [-0.3, -0.9, -0.7], [1.5, -1.0, -0.7], [-2.7, 0.2, 0.8], [1.2, 1.0, -0.4], [0.0, 0.5, -0.2], [0.7, 0.0, -0.4], [-0.4, 0.0, 0.1], [0.0, -1.2, 0.2], [-0.9, -0.2, -0.1], [0.9, 0.3, 0.5], [-0.6, -1.2, 0.0], [0.7, -0.4, 0.3], [1.2, -1.0, 0.6], [-2.3, 1.6, -1.1], [3.4, 1.0, -0.2], [-0.7, 0.1, 0.1], [-1.5, -0.4, -0.3], [0.1, 0.1, 0.3], [0.0, 0.2, -0.2], [-0.1, 0.2, -0.2], [0.1, -0.2, 0.4], [0.2, 0.0, 0.3], [0.2, 0.3, 0.0], [-0.2, 0.2, 0.1], [0.0, 0.0, 0.1], [0.3, -0.2, -0.4], [0.0, 0.2, 0.4], [-0.2, 0.4, 0.0], [0.1, 0.6, 0.4], [-0.1, 0.4, 0.4], [0.0, -0.4, 0.3], [-0.1, -0.6, 0.3], [0.0, -0.1, 0.1], [-0.3, -0.2, 0.1], [-0.1, 0.1, -0.1], [0.0, -0.2, 0.2], [0.0, 0.5, 0.1], [0.2, 0.1, -0.4], [0.0, 0.3, -0.2], [0.2, 0.2, -0.3], [-0.1, 0.2, 0.1], [-0.1, 0.1, -0.1], [0.1, 0.2, 0.0], [0.0, 0.2, -0.4], [0.6, 0.0, 0.5], [-0.2, 0.1, -0.1], [0.0, 0.0, 0.3], [-0.3, 0.0, -0.2], [0.0, -0.4, -0.3], [0.2, -0.1, 0.1], [0.2, 0.1, -0.1], [-0.2, -0.2, 0.4], [-0.3, -0.4, 0.1], [0.3, 0.3, 0.1], [-0.1, -0.2, -0.1], [-0.5, -0.2, 0.3], [0.0, 0.1, -0.3], [0.2, 0.1, 0.0], [0.0, 0.0, -0.1], [0.0, 0.1, 0.0], [0.0, 0.1, -0.2], [0.3, 0.2, -0.3], [0.4, 0.1, 0.1], [-0.2, -0.2, -0.3], [0.1, 0.1, 0.1], [0.1, 0.1, 0.0], [-0.2, 0.0, 0.3], [-0.2, -0.2, 0.0], [-0.1, 0.0, 0.0], [-0.1, 0.0, 0.0], [-0.2, 0.0, 0.1], [-0.1, -0.3, 0.2], [-0.3, 0.1, 0.1], [0.1, -0.3, 0.0], [0.2, 0.0, -0.1], [-0.1, 0.0, 0.1], [-0.1, 0.3, 0.0], [0.1, 0.0, -0.1], [0.0, 0.0, 0.0], [0.0, 0.0, 0.0], [0.1, 0.1, 0.0], [0.1, -0.3, 0.1], [0.1, 0.1, 0.3], [0.0, -0.3, -0.1], [-0.1, 0.1, -0.2], [0.1, 0.0, 0.1], [0.0, 0.4, 0.1], [-0.1, -0.1, -0.2], [0.0, 0.0, 0.0], [0.0, 0.0, 0.0], [-0.1, 0.2, -0.1]],
  "e_homo_ev": -11.4,
  "spin_multiplicity": 1,
  "gap_ha": 0.34039,
  "total_charge": 1,
  "fmax_ev_per_a": 4.88
}

---

# 2
{
  "formula": "C29H50N9O9",
  "method": "wB97M-V/def2-TZVPD",
  "symbols": ["C", "C", "C", "C", "C", "C", "N", "O", "C", "C", "C", "H", "H", "H", "H", "H", "H", "H", "H", "H", "H", "H", "H", "H", "H", "H", "H", "H", "H", "N", "C", "C", "C", "C", "H", "H", "H", "H", "H", "N", "C", "C", "C", "C", "H", "H", "H", "H", "H", "N", "C", "C", "C", "C", "H", "H", "H", "H", "H", "N", "C", "C", "C", "C", "H", "H", "H", "H", "H", "C", "N", "O", "O", "H", "H", "H", "C", "N", "O", "O", "H", "H", "H", "C", "N", "O", "O", "H", "H", "H", "C", "N", "O", "O", "H", "H", "H"],
  "positions_angstrom": [[0.544784, -0.344773, -2.577691], [0.418784, 0.691227, -1.312691], [-0.745216, 0.209227, -0.362691], [-0.618216, 0.601227, 1.130309], [0.795784, 0.132227, 1.576309], [1.834784, 0.800227, 0.853309], [1.695784, 0.820227, -0.615691], [2.762784, 1.095227, -1.335691], [3.239784, 0.081227, 1.264309], [1.874784, 2.235227, 1.256309], [0.070784, 2.000227, -2.030691], [1.267784, -0.243773, -3.291691], [-0.449216, -0.130773, -2.844691], [0.626784, -1.364773, -2.299691], [-0.866216, -0.776773, -0.403691], [-1.742216, 0.488227, -0.706691], [-1.515216, 0.007227, 1.677309], [-0.955216, 1.649227, 1.270309], [0.746784, -0.807773, 1.812309], [0.766784, 0.283227, 2.674309], [4.213784, 0.477227, 0.745309], [2.966784, -0.939773, 1.166309], [3.409784, 0.077227, 2.460309], [2.692784, 2.930227, 0.983309], [1.978784, 2.181227, 2.224309], [1.111784, 2.876227, 0.786309], [0.974784, 2.408227, -2.412691], [-0.263216, 2.664227, -1.325691], [-0.519216, 1.830227, -2.910691], [-4.343216, 0.837227, -1.498691], [-4.366216, 0.158227, -0.352691], [-4.146216, -1.341773, -0.693691], [-3.826216, -1.371773, -2.191691], [-3.969216, 0.130227, -2.622691], [-4.294216, 1.807227, -1.697691], [-4.556216, 0.711227, 0.508309], [-4.065216, -2.087773, 0.065309], [-3.706216, -2.355773, -2.685691], [-4.003216, 0.530227, -3.582691], [2.561784, -3.275773, 5.033309], [2.375784, -3.153773, 3.631309], [1.743784, -4.403773, 3.091309], [1.488784, -5.169773, 4.227309], [2.101784, -4.582773, 5.554309], [3.062784, -2.866773, 5.832309], [2.685784, -2.168773, 3.126309], [1.629784, -4.637773, 2.028309], [0.764784, -6.107773, 4.361309], [2.039784, -4.877773, 6.690309], [-2.568216, 1.442227, 3.825309], [-1.494216, 2.172227, 4.458309], [-1.315216, 3.395227, 3.680309], [-2.607216, 3.506227, 2.779309], [-3.236216, 2.181227, 2.741309], [-2.517216, 0.508227, 4.028309], [-0.913216, 1.785227, 5.215309], [-0.704216, 4.328227, 3.965309], [-2.719216, 4.530227, 2.351309], [-3.985216, 1.604227, 2.184309], [-2.492216, 1.757227, -6.559691], [-1.307216, 1.117227, -6.058691], [-1.707216, -0.392773, -5.815691], [-3.202216, -0.547773, -6.009691], [-3.630216, 0.960227, -6.490691], [-2.618216, 2.623227, -6.817691], [-0.434216, 1.721227, -6.110691], [-1.028216, -1.315773, -5.509691], [-3.848216, -1.317773, -5.739691], [-4.589216, 1.305227, -6.781691], [2.677784, 1.790227, 6.310309], [2.094784, 0.467227, 5.944309], [0.963784, 0.171227, 6.419309], [2.487784, -0.069773, 4.969309], [2.522784, 2.530227, 5.593309], [3.754784, 1.657227, 6.399309], [2.190784, 2.078227, 7.282309], [2.276784, -4.481773, -4.324691], [1.251784, -3.460773, -4.314691], [0.279784, -3.741773, -3.748691], [1.248784, -2.532773, -5.016691], [2.928784, -4.583773, -5.251691], [1.935784, -5.512773, -4.264691], [2.792784, -4.243773, -3.431691], [2.075784, 6.812227, -0.807691], [1.532784, 5.394227, -0.765691], [1.959784, 4.557227, -1.580691], [0.663784, 5.016227, 0.008309], [1.151784, 7.579227, -0.759691], [2.769784, 6.887227, -1.619691], [2.646784, 6.814227, -0.018691], [-0.697216, -4.819773, -1.036691], [0.666784, -4.237773, -0.818691], [1.546784, -5.068773, -0.745691], [0.809784, -3.031773, -0.550691], [-0.696216, -5.805773, -0.502691], [-0.833216, -5.107773, -2.158691], [-1.586216, -4.122773, -0.817691]],
  "atomic_forces_ev_per_a": [[-1.4, 0.2, 3.6], [-0.7, -1.7, -1.1], [0.4, 3.7, 0.5], [-2.2, -1.4, -0.3], [-4.8, 4.7, 2.0], [5.0, -0.5, 0.1], [4.9, 1.1, -4.0], [-5.6, -1.5, 4.0], [0.6, 1.6, 1.6], [0.2, 3.2, -5.2], [1.8, -1.0, -0.6], [1.8, 1.5, -1.8], [-1.1, -0.5, -1.5], [-0.2, -0.9, 1.0], [0.3, -4.4, -0.3], [0.3, 0.8, -0.6], [2.3, 1.1, -1.1], [1.0, -0.4, 0.2], [0.4, -6.4, -0.9], [1.0, 1.6, -0.2], [-2.2, -1.0, 0.8], [0.7, -1.2, -0.9], [-0.6, 0.8, -2.7], [0.7, -1.3, -0.6], [-0.5, 0.2, 5.4], [-0.7, -0.6, 1.1], [0.9, 0.4, -0.3], [-1.4, 1.9, 1.4], [-0.9, -0.1, 0.1], [1.4, -1.1, -2.9], [0.6, -5.3, -1.9], [0.6, 5.7, -2.9], [-1.7, 4.2, 3.3], [-0.1, -6.3, 3.4], [-0.5, 1.1, 0.9], [-0.3, 0.2, 1.4], [-0.1, -0.5, 0.1], [0.1, 1.3, -0.2], [0.1, 0.7, -1.3], [-1.2, -4.1, 1.1], [0.1, -0.8, 0.5], [1.7, 3.4, 2.6], [-0.4, -1.8, 5.1], [-1.9, 1.0, -5.5], [0.0, 1.2, -1.8], [-0.4, -2.0, 0.9], [-0.3, 0.2, 0.7], [2.1, 2.0, -0.8], [0.2, 0.8, -2.8], [1.6, 5.0, -0.5], [-2.4, 3.1, -6.1], [-3.7, -0.9, 1.4], [2.6, -2.6, 1.2], [3.3, 1.7, 3.0], [-0.8, -2.8, 0.0], [0.9, -1.1, 1.5], [-1.0, -1.8, -0.5], [-0.6, -1.6, -0.2], [0.3, 1.0, 0.4], [0.0, -8.8, 3.3], [-4.3, -3.9, -0.8], [-1.3, 2.2, -0.3], [4.1, 8.3, -1.6], [3.5, -5.0, 1.7], [-0.1, 5.7, -1.6], [0.8, -0.3, 0.1], [-1.3, 2.6, -0.6], [-0.8, -1.2, 0.1], [-0.5, 0.3, -0.2], [0.5, -1.1, 3.4], [-5.0, 1.5, 0.3], [2.4, 0.6, 0.3], [2.1, -1.3, -1.7], [-0.8, 0.7, -1.6], [-0.1, -0.1, 0.2], [0.7, -0.2, -1.0], [2.5, -1.4, -1.4], [0.3, -2.4, -2.6], [-4.5, -2.0, 4.6], [2.3, 4.3, -2.9], [-0.7, 1.4, 1.2], [-1.0, 0.4, 0.5], [1.3, -0.2, 0.7], [-5.0, 0.3, -3.0], [-0.8, -2.8, -1.7], [0.6, 1.8, 0.5], [0.5, 1.9, 0.5], [2.4, -1.9, -0.2], [-0.4, 0.1, -0.9], [2.7, 0.7, 4.8], [-1.9, -0.7, -1.9], [-0.4, 0.7, 1.4], [0.2, 0.5, -0.5], [-0.3, -1.5, -0.8], [-0.1, 1.2, -0.2], [0.7, 0.7, 2.0], [1.9, -0.9, 0.1]],
  "e_homo_ev": -9.3,
  "spin_multiplicity": 1,
  "gap_ha": 0.14531,
  "e_above_lowest_ev": 1.620,
  "total_charge": 1,
  "fmax_ev_per_a": 9.42
}